Entry 1:
{"formula": "C5H14", "method": "ωB97M-V with the def2-TZVPD basis set", "symbols": ["C", "C", "C", "H", "H", "H", "H", "H", "H", "H", "H", "C", "C", "H", "H", "H", "H", "H", "H"], "positions_angstrom": [[1.598, 2.479, 0.930], [1.718, 1.240, 1.819], [0.584, 0.265, 1.601], [1.133, 2.139, -0.009], [2.567, 2.887, 0.680], [0.825, 3.152, 1.300], [2.682, 0.749, 1.629], [1.874, 1.566, 2.855], [0.619, -0.174, 0.601], [0.429, -0.453, 2.396], [-0.342, 0.831, 1.404], [-1.226, -2.340, -1.827], [-2.467, -1.519, -2.311], [-0.926, -1.830, -0.915], [-1.605, -3.320, -1.558], [-0.438, -2.292, -2.569], [-2.410, -0.505, -1.919], [-3.423, -1.961, -2.026], [-2.579, -1.440, -3.397]], "lumo_ev": 1.04, "homo_energy_ev": -11.08, "orbital_gap_ev": 12.12, "total_charge": 0, "smiles": "CCC.CC", "de_lowest_kj_mol": 56.31}

Entry 2:
{"formula": "C5H14", "method": "ωB97M-V with the def2-TZVPD basis set", "symbols": ["C", "C", "C", "H", "H", "H", "H", "H", "H", "H", "H", "C", "C", "H", "H", "H", "H", "H", "H"], "positions_angstrom": [[0.290, -2.681, -1.098], [0.112, -1.217, -0.678], [0.022, -0.348, -1.952], [0.514, -3.350, -0.274], [1.075, -2.783, -1.852], [-0.658, -2.997, -1.548], [-0.759, -1.139, -0.024], [0.989, -0.913, -0.097], [-0.574, -0.698, -2.779], [-0.221, 0.681, -1.692], [1.079, -0.312, -2.256], [0.326, 2.301, 1.352], [-0.764, 1.654, 2.237], [1.321, 2.075, 1.741], [0.211, 1.844, 0.376], [0.132, 3.360, 1.291], [-0.531, 0.593, 2.313], [-0.851, 2.121, 3.218], [-1.713, 1.811, 1.722]], "lumo_ev": 1.13, "homo_energy_ev": -11.47, "orbital_gap_ev": 12.60, "total_charge": 0, "smiles": "CCC.CC", "de_lowest_kj_mol": 23.09}

Entry 3:
{"formula": "C5H14", "method": "ωB97M-V with the def2-TZVPD basis set", "symbols": ["C", "C", "C", "H", "H", "H", "H", "H", "H", "H", "H", "C", "C", "H", "H", "H", "H", "H", "H"], "positions_angstrom": [[-0.065, -1.278, -1.054], [0.987, -1.255, 0.127], [2.375, -1.543, -0.387], [-0.895, -1.957, -0.886], [0.418, -1.586, -1.980], [-0.392, -0.243, -1.141], [0.864, -0.330, 0.669], [0.624, -2.005, 0.843], [2.412, -2.412, -1.041], [2.783, -0.692, -0.932], [2.998, -1.756, 0.487], [-1.977, 2.029, 0.040], [-1.081, 1.710, 1.225], [-2.406, 3.012, 0.260], [-1.374, 2.189, -0.850], [-2.754, 1.301, -0.153], [-0.081, 2.087, 1.015], [-1.370, 2.071, 2.222], [-1.065, 0.656, 1.537]], "lumo_ev": 1.15, "homo_energy_ev": -11.02, "orbital_gap_ev": 12.17, "total_charge": 0, "smiles": "CCC.CC", "de_lowest_kj_mol": 53.91}

Entry 4:
{"formula": "C5H14", "method": "ωB97M-V with the def2-TZVPD basis set", "symbols": ["C", "C", "C", "H", "H", "H", "H", "H", "H", "H", "H", "C", "C", "H", "H", "H", "H", "H", "H"], "positions_angstrom": [[0.587, -0.708, 2.320], [1.604, 0.301, 1.775], [1.023, 1.736, 1.830], [1.115, -1.655, 2.429], [0.186, -0.381, 3.274], [-0.194, -0.773, 1.562], [1.853, 0.068, 0.733], [2.617, 0.305, 2.185], [0.275, 1.878, 1.046], [1.806, 2.475, 1.663], [0.505, 1.793, 2.784], [-1.731, 0.040, -2.472], [-1.092, -1.292, -2.888], [-1.250, 0.608, -1.687], [-1.958, 0.665, -3.319], [-2.692, -0.207, -2.028], [-1.710, -2.184, -2.890], [-0.158, -1.498, -2.380], [-0.786, -1.171, -3.936]], "lumo_ev": 1.04, "homo_energy_ev": -11.27, "orbital_gap_ev": 12.31, "total_charge": 0, "smiles": "CCC.CC", "de_lowest_kj_mol": 48.17}